[1]
{"formula": "C5H13NO", "method": "ωB97M-V/def2-TZVPD", "max_force_ev_per_a": 3.9, "total_energy_ev": -8930.415, "smiles": "C=CCCNC.O", "relative_energy_kcal_mol": 82.9, "symbols": ["H", "H", "H", "N", "H", "H", "H", "H", "H", "C", "C", "H", "H", "H", "H", "C", "H", "O", "C", "C"], "coordinates": [[2.99074, -0.80894, 2.62038], [3.90557, 0.04259, 1.23447], [-2.90371, -2.63052, -1.97691], [-0.13446, 1.17751, -0.69780], [0.35693, 1.84422, -0.11312], [1.88429, -0.96093, -0.20066], [-1.07059, 2.89155, -1.46161], [-1.72042, -1.76448, -1.77600], [0.07492, -1.04515, 1.80387], [-1.31103, 1.82649, -1.31558], [0.52243, -0.14460, 1.36263], [0.70474, 0.60963, 2.12927], [-1.50725, 1.50484, -2.34266], [-2.20621, 1.65306, -0.73751], [-0.52353, -0.86349, -0.44568], [3.04284, -0.52135, 1.57275], [-1.37099, 0.32287, 0.68434], [-2.17463, -2.51014, -1.37105], [1.89656, -0.66653, 0.86122], [-0.45618, 0.04336, 0.16965]]}


[2]
{"formula": "C48H40O33S", "method": "ωB97M-V/def2-TZVPD", "max_force_ev_per_a": 1.4, "total_energy_ev": -128823.741, "symbols": ["H", "O", "H", "O", "H", "H", "C", "H", "C", "H", "O", "C", "O", "C", "H", "C", "C", "O", "C", "C", "C", "O", "H", "C", "O", "C", "O", "C", "S", "O", "C", "H", "C", "C", "H", "H", "H", "O", "C", "C", "C", "H", "C", "C", "O", "H", "C", "C", "C", "C", "H", "C", "H", "O", "H", "O", "O", "O", "H", "C", "C", "C", "O", "C", "O", "O", "C", "C", "H", "H", "H", "C", "C", "H", "H", "H", "H", "O", "C", "O", "C", "H", "H", "C", "C", "C", "H", "O", "O", "C", "O", "H", "H", "C", "H", "C", "C", "O", "O", "H", "H", "O", "O", "O", "H", "O", "C", "C", "O", "H", "C", "O", "H", "O", "C", "H", "H", "H", "C", "C", "H", "O"], "coordinates": [[-3.50666, -2.01983, -1.81604], [3.02996, -1.96655, -3.16649], [12.13777, 4.38390, 4.50072], [5.40582, -2.09013, 0.52422], [-4.19590, -8.64611, -0.67704], [-4.67269, -1.58667, -3.75392], [-2.40202, -4.78917, -7.39845], [9.73948, 1.06562, 2.56768], [-3.02203, -1.58018, -2.68281], [0.33206, -1.68157, -2.20993], [-3.84466, 5.99135, -3.01644], [10.72735, 3.66546, 5.46398], [2.34133, -1.91390, -0.86239], [-3.42206, -6.96575, -0.62885], [-1.75335, -0.28717, 7.12651], [-2.11057, -0.49184, -2.15161], [-2.58077, -0.59452, 5.49856], [3.93580, -0.23929, -1.61619], [9.29928, 3.96529, 7.88795], [-5.90320, 3.98811, 1.39496], [-1.58781, 8.72565, -0.86242], [-6.31875, 2.48684, 3.13062], [-5.57112, -5.40420, -9.21919], [-0.25240, -0.53144, -3.93831], [-4.00197, -0.94623, -3.49858], [11.09722, 4.72180, 6.47530], [-2.67059, -0.37638, 6.79804], [-3.13805, 6.93231, -2.41657], [2.84440, -1.07181, -1.87393], [-3.58754, -5.11644, -9.41446], [8.94458, 2.89402, 6.88463], [-3.48024, -5.46009, -2.11435], [-3.64114, -0.76441, 4.69578], [8.41033, -0.21831, 2.66780], [-5.96917, -5.27229, -5.64913], [10.57537, 5.58865, 8.40405], [7.87006, -1.46671, 4.30385], [-3.82294, -4.85368, -4.14931], [9.71690, 2.80838, 5.66141], [-5.41020, 3.09314, -0.78564], [-3.12831, -5.75802, -1.13390], [-3.92698, 5.22850, -2.40583], [-3.43333, -0.99884, 3.28111], [6.62505, -1.82718, 2.55015], [12.04265, 5.44014, 6.20698], [5.04207, -2.70976, 1.18719], [-5.89733, 1.46997, 1.03898], [-1.87968, -5.27459, 1.03548], [-1.16656, -0.63630, 4.97599], [6.38032, -1.42814, 1.11465], [7.88353, 3.24838, 8.83989], [-2.17904, -6.48625, 1.52624], [-0.81916, 10.40772, -0.92090], [9.40355, 0.44240, 3.24578], [-1.07284, -3.58881, 1.19137], [-1.16826, -4.40157, 1.72734], [5.90915, -2.69186, 3.01871], [-4.13218, -7.87377, -1.27480], [-3.17052, 8.37217, -3.98409], [-2.97020, -7.40438, 0.73830], [-2.84585, 8.11124, -2.98711], [-4.91394, -5.20532, -7.49918], [-3.30526, -8.51567, 1.10440], [-0.95891, -0.88929, 3.56144], [8.85539, 1.08362, 0.79128], [8.52765, 3.97509, 8.96087], [-1.29941, 0.27402, -3.18674], [-2.67721, 6.58750, -1.01861], [-1.45764, -4.66067, -7.90798], [6.92447, -0.17878, -0.51944], [-0.79286, 1.09129, -2.68012], [-2.34054, -4.82819, -0.33704], [-2.52299, -4.73638, -6.06716], [-6.27990, 4.50123, 3.13283], [-4.65840, -0.73250, 5.05877], [-1.89297, -4.56132, -4.33382], [-1.98683, 0.72052, -3.89608], [-3.01308, 5.49937, -0.58997], [1.74609, -2.06793, -3.82120], [-1.51315, -4.52785, -5.23720], [7.10065, -0.47343, 0.50522], [-1.48133, -0.92706, -1.38092], [-5.47868, 5.19905, -0.29952], [-3.58679, -5.03524, -8.20272], [8.15090, 0.19688, 1.24049], [7.69210, -1.16727, 3.28079], [-5.18948, 1.15587, -1.98278], [11.48564, 3.66502, 4.37931], [-0.86917, 9.66875, -0.28108], [-6.06307, 2.59114, 1.94500], [-6.07874, 4.94826, 2.28635], [-1.85265, -6.81104, 2.50386], [1.37120, -3.07420, -3.90630], [-5.59008, 1.69923, -0.24519], [-2.77846, 0.22458, -1.68209], [-1.88051, 7.55026, -0.28743], [0.77778, -1.16569, -3.05031], [-2.02901, -3.70094, -0.69398], [-5.10480, 3.21081, -1.96197], [0.05846, -0.93089, 3.19809], [-2.81861, -1.36890, 1.11057], [-4.33896, -1.15310, 2.48136], [1.70753, -0.18284, -2.51326], [8.01732, 2.15784, 7.16696], [-1.54652, 7.28610, 0.70571], [-1.75681, 10.18279, -2.67178], [10.31283, 4.82053, 7.69087], [-2.01910, -1.06005, 2.76163], [-5.93226, -5.40854, -8.30946], [0.26639, 0.09193, -4.66113], [-5.60141, 4.20856, 0.10888], [-5.41866, 0.73247, -1.13145], [-0.72664, -1.33595, -4.49245], [-1.90731, -1.29978, 1.45989], [-3.84218, -4.92001, -5.36864], [-2.49590, -2.37310, -3.20635], [-6.01784, 0.47034, 1.43307], [1.89912, -1.64373, -4.80733], [-2.06461, 9.08303, -2.25008], [-5.02566, -5.15151, -6.16193], [9.44843, 2.04895, 4.94099], [-0.27164, -0.45475, 5.77858]]}


[3]
{"formula": "C32H42ClN8O3Ti", "method": "ωB97M-V/def2-TZVPD", "max_force_ev_per_a": 3.5, "total_energy_ev": -87563.557, "relative_energy_kcal_mol": 61.7, "charge": 1, "s2": 2.02, "multiplicity": 3, "symbols": ["C", "N", "H", "H", "C", "H", "C", "C", "N", "C", "H", "H", "H", "H", "N", "C", "C", "H", "H", "O", "O", "C", "H", "H", "H", "H", "H", "C", "C", "C", "C", "C", "N", "H", "O", "N", "C", "C", "H", "C", "H", "H", "H", "H", "C", "H", "N", "C", "H", "H", "H", "H", "H", "H", "H", "C", "Ti", "H", "H", "H", "N", "C", "C", "H", "C", "C", "N", "H", "H", "H", "Cl", "H", "C", "H", "C", "C", "C", "C", "H", "H", "H", "C", "C", "C", "H", "H", "C"], "coordinates": [[-5.50826, -0.95211, 0.09340], [-0.54916, 4.96129, -0.38790], [0.71384, 1.94159, 2.02720], [-0.40186, 0.90619, -6.17290], [2.92064, 0.67249, -1.41140], [0.65334, -0.00881, 3.52220], [-0.61306, 5.72609, -1.61810], [1.11094, 1.01469, -3.14110], [0.04234, 1.00049, -2.31080], [-3.05366, 0.33719, 0.32480], [-1.60026, 6.18489, -1.70300], [-0.12056, 2.72329, 4.66860], [-2.22056, -1.63251, 0.48020], [1.85594, 1.05089, -5.15710], [2.39054, 1.07709, -2.62390], [2.73414, 0.14449, 0.82790], [4.29994, 0.46579, -1.35260], [2.08514, 0.05079, 1.68800], [1.57104, -3.18911, 0.58590], [0.15564, -0.78221, 1.21800], [-0.18606, -3.95151, -0.24400], [-3.12256, -1.05151, 0.35850], [-0.07296, 6.44509, 1.02890], [-1.45346, 0.81239, 1.48430], [-0.94626, -8.10861, -1.69460], [-0.15616, 0.24829, 5.07550], [-1.99246, 2.02089, 0.47490], [-0.01946, 0.66129, 4.06540], [0.47764, -3.09841, 0.64800], [-4.22316, 1.07059, 0.14540], [1.00534, 2.63769, 2.82510], [-0.22126, -7.40591, -1.31470], [-1.80976, 1.01299, 0.51710], [-2.12286, -4.80331, -1.71110], [0.01354, -1.28871, -0.88590], [2.82584, 3.17209, 1.29200], [1.63874, -5.59941, -0.35190], [4.07604, -0.10831, 0.94470], [3.06874, -7.17971, -0.57810], [2.03634, -6.88601, -0.68570], [3.05664, 2.00819, 2.98880], [-6.34496, 1.01319, -0.08070], [-1.80056, 6.18009, 0.74990], [2.80294, 3.72089, 3.36410], [-2.05566, -5.71431, -1.12150], [2.38514, -4.90821, 0.00950], [2.12334, 0.49689, -0.33140], [4.89254, 0.03949, -0.17780], [0.17374, -3.31111, 1.68450], [-2.62926, -6.50091, -1.60000], [-4.17476, 2.15239, 0.11230], [-6.46116, -1.45141, 0.02680], [-0.86316, 4.99039, 1.67530], [-2.02526, 0.91309, -2.19860], [-2.48436, -5.51291, -0.14080], [-0.28546, 0.94179, -5.10140], [0.20134, 0.64809, -0.40750], [3.83104, 3.23669, 1.17330], [-2.38606, 0.85969, -4.64540], [0.13814, 6.52009, -1.61890], [-1.28036, 0.70309, 3.31220], [-1.18326, 0.93629, -2.88430], [0.17174, -1.64381, 0.30290], [5.94764, -0.16751, -0.12830], [-0.83326, 5.68389, 0.83770], [-5.44446, 0.42919, 0.03560], [0.24694, 2.62889, -0.26330], [4.89864, 0.62499, -2.23580], [1.46324, 1.99409, 4.85260], [-4.38496, -2.76531, 0.26460], [1.57484, -9.39891, -1.57370], [-0.44606, 5.07499, -2.47360], [-0.62696, -6.12771, -0.98060], [-1.93406, 1.32649, 3.78110], [-0.10276, 3.74529, -0.35050], [0.97394, 1.00939, -4.53280], [-1.38786, 0.90459, -4.24300], [2.50454, 2.90179, 2.68880], [4.48924, -0.41231, 1.89350], [0.47404, 3.57449, 2.64620], [3.09794, 1.15539, -3.34550], [0.59904, 2.05599, 4.18730], [0.31504, -5.20901, -0.49530], [1.10334, -7.78731, -1.16490], [-1.69806, -0.22501, 3.31340], [2.42944, 4.06129, 1.00530], [-4.34376, -1.68811, 0.23830]]}


[4]
{"formula": "CH12O7", "method": "ωB97M-V/def2-TZVPD", "max_force_ev_per_a": 5.1, "total_energy_ev": -15563.007, "smiles": "O=CO.O.O.O.O.O", "relative_energy_kcal_mol": 40.6, "symbols": ["H", "H", "C", "H", "O", "H", "H", "H", "H", "O", "O", "O", "H", "H", "H", "H", "O", "O", "H", "O"], "coordinates": [[-0.16467, -1.34087, 0.64789], [-1.74681, 1.11119, 1.27024], [2.12350, -1.00911, -0.23662], [-1.01767, -0.19726, -4.12351], [-1.33620, 1.52318, 2.01830], [1.78168, -1.98124, -0.75760], [1.92309, -0.69413, 1.69453], [1.44549, 1.13921, 0.88236], [0.21576, 2.03955, 0.91112], [2.68487, -0.05322, -0.53997], [1.47946, -1.15697, 0.92729], [-1.23952, -0.23025, -3.15758], [-2.30538, -0.13954, -0.68628], [-2.88081, -0.82205, 0.48217], [-1.77670, 2.38908, 2.18661], [-0.63836, 0.38445, -2.69420], [-0.81784, -1.59076, -0.04403], [1.20385, 1.99878, 0.91157], [-0.73408, -0.86224, -0.67108], [-2.82994, 0.13781, 0.16911]]}